1.
# C3H8NO3

A 2-piece molecular cluster, C3H8NO3 overall at a distorted geometry (ωB97M-V/def2-TZVPD, OMol25).

Computed properties:
- Net charge: +1
- Kohn-Sham gap: 0.4275 Ha
- E: -10866.26668 eV
- E_LUMO: -3.36 eV

Cartesian coordinates (Å):
O (0.61, -0.50, 0.85)
H (1.54, -0.52, 2.58)
H (2.53, -1.29, 1.30)
H (-2.45, -0.78, -2.65)
O (1.63, 1.29, 0.10)
H (2.72, 1.40, 2.10)
H (-3.19, 0.07, -1.23)
C (0.60, 0.54, 0.00)
H (-2.65, 0.83, -2.36)
H (-1.57, -0.01, -1.25)
C (2.55, 0.76, 1.15)
C (1.85, -0.54, 1.55)
H (3.58, 0.67, 0.51)
N (-2.48, -0.08, -1.93)
O (-0.26, 0.74, -0.81)

2.
# C3H8NO3P

A 2-piece molecular cluster, C3H8NO3P overall at a distorted geometry (ωB97M-V/def2-TZVPD, OMol25).

Computed properties:
- Net charge: 0
- Kohn-Sham gap: 0.3829 Ha
- E: -20158.38501 eV
- E_LUMO: 0.62 eV
- SMILES string: [O-][N+]#CCO.C[PH2]=O

Cartesian coordinates (Å):
C (1.84, 1.12, -0.05)
O (-0.66, -0.34, -1.49)
P (-1.77, 0.06, -0.68)
H (-2.45, -0.12, 1.71)
H (-1.49, -1.47, 1.09)
C (2.49, -0.31, -0.13)
H (-2.28, 1.31, -0.76)
H (-2.91, -0.63, -1.04)
O (1.51, -1.29, -0.05)
H (3.10, -0.55, -0.97)
N (0.81, 1.66, -0.15)
H (3.10, -0.24, 0.80)
H (0.87, -1.03, -0.75)
C (-1.55, -0.41, 1.15)
H (-0.49, -0.15, 1.28)
O (-0.11, 2.40, 0.04)

3.
# C3H8NO4P

A 2-piece molecular cluster, C3H8NO4P overall at a distorted geometry (ωB97M-V/def2-TZVPD, OMol25).

Computed properties:
- Net charge: 0
- Kohn-Sham gap: 0.3434 Ha
- E: -22206.07358 eV
- E_LUMO: -0.23 eV
- SMILES string: CCON=O.COP=O

Cartesian coordinates (Å):
O (-2.34, 0.77, 0.44)
H (-2.88, 2.12, -3.67)
N (0.40, -1.73, -1.17)
H (-1.08, 2.44, -3.26)
C (-1.98, 1.75, -3.24)
C (0.47, -1.38, 1.31)
H (-0.56, -1.09, 1.30)
O (0.86, -1.96, 0.03)
O (-0.31, -0.74, -1.24)
H (1.83, -2.89, 2.20)
P (-2.33, 0.41, -0.98)
H (-1.89, 0.81, -3.60)
H (0.01, -3.11, 2.50)
H (1.03, -0.42, 1.55)
H (1.07, -2.08, 3.40)
C (0.91, -2.43, 2.43)
O (-2.08, 1.77, -1.81)

4.
# C3H8NOP

A 3-piece molecular cluster, C3H8NOP overall at a distorted geometry (ωB97M-V/def2-TZVPD, OMol25).

Computed properties:
- Net charge: 0
- Kohn-Sham gap: 0.3465 Ha
- E: -16063.61503 eV
- E_LUMO: 0.85 eV
- SMILES string: [H][H].C=POC.C#N

Cartesian coordinates (Å):
P (-0.06, -0.27, 0.27)
H (-4.91, -1.64, 0.63)
H (1.50, 2.70, -0.60)
H (1.40, 1.86, 0.90)
H (0.20, 2.92, 0.73)
H (-1.39, -2.11, -0.19)
C (0.79, 2.19, 0.16)
N (2.65, -0.20, 0.39)
C (3.39, -0.99, 0.02)
C (-1.04, -1.21, -0.72)
H (-1.47, -0.80, -1.66)
O (0.25, 1.13, -0.57)
H (-5.43, -1.96, 0.98)
H (4.14, -1.63, -0.35)

5.
# C3H8NOS

C3H8NOS as an isolated structure at a distorted geometry (ωB97M-V/def2-TZVPD, OMol25).

Computed properties:
- Net charge: +1
- Kohn-Sham gap: 0.3445 Ha
- E: -17602.62267 eV
- E_LUMO: -4.30 eV

Cartesian coordinates (Å):
C (0.98, -0.29, 0.16)
N (-0.39, -0.96, 0.33)
H (0.44, 0.56, -1.82)
H (-0.34, -1.60, 1.14)
S (2.33, -0.63, 1.24)
H (0.04, 1.77, -0.64)
H (-2.31, -0.49, 0.96)
H (-1.18, 0.91, 1.32)
C (-1.43, 0.12, 0.63)
O (1.96, -1.11, -0.36)
C (0.77, 1.23, -1.05)
H (-0.65, -1.51, -0.49)
H (-1.93, 0.43, -0.23)
H (1.71, 1.57, -1.19)

6.
# C3H8NS

A 2-piece molecular cluster, C3H8NS overall at a distorted geometry (ωB97M-V/def2-TZVPD, OMol25).

Computed properties:
- Net charge: -1
- Kohn-Sham gap: 0.2388 Ha
- E: -15566.16329 eV
- E_LUMO: 4.00 eV

Cartesian coordinates (Å):
H (-0.51, 0.32, 2.05)
N (-0.13, -0.43, 1.48)
C (-2.26, -0.59, 0.28)
H (1.10, 1.64, -0.87)
H (1.10, -0.02, -1.52)
C (1.72, 0.83, -1.24)
S (2.87, 0.35, 0.14)
C (-0.98, -0.93, 0.51)
H (-0.42, -1.49, -0.21)
H (-2.76, -0.81, -0.65)
H (-2.78, 0.00, 1.02)
H (0.76, -0.05, 1.11)
H (2.30, 1.17, -2.10)

7.
# C3H8NS

An isolated ion of composition C3H8NS and charge -1 at a distorted geometry (ωB97M-V/def2-TZVPD, OMol25).

Computed properties:
- Net charge: -1
- Kohn-Sham gap: 0.2375 Ha
- E: -15566.15364 eV
- E_LUMO: 4.32 eV
- SMILES string: CNCC[S-]

Cartesian coordinates (Å):
H (-1.56, -1.32, 0.10)
H (-1.32, -0.09, -0.97)
H (0.46, 1.98, 1.68)
H (-0.54, 2.18, 0.17)
H (-0.02, -0.23, 1.66)
C (0.52, -1.22, -0.84)
H (0.98, 1.33, 0.13)
N (-0.60, 0.23, 0.97)
H (1.17, -1.70, -0.10)
H (0.09, -2.01, -1.48)
C (-0.76, -0.62, -0.21)
C (0.09, 1.52, 0.77)
S (1.48, -0.06, -1.87)

8.
# C3H8NS

A 2-piece molecular cluster, C3H8NS overall at a distorted geometry (ωB97M-V/def2-TZVPD, OMol25).

Computed properties:
- Net charge: -1
- Kohn-Sham gap: 0.2368 Ha
- E: -15565.53508 eV
- E_LUMO: 4.18 eV

Cartesian coordinates (Å):
H (-2.92, -0.59, 0.10)
H (1.43, 1.19, 1.39)
H (2.73, 0.42, 0.40)
S (1.40, -1.18, 1.58)
H (2.99, 0.71, 2.11)
C (-2.06, 0.02, -0.19)
H (-2.34, 1.05, 0.04)
H (0.02, -0.29, -2.74)
N (-1.64, 0.05, -1.58)
C (-0.56, -0.54, -1.85)
C (2.23, 0.45, 1.37)
H (-0.09, -1.12, -1.05)
H (-1.19, -0.19, 0.44)

9.
# C3H8NS

A 2-piece molecular cluster, C3H8NS overall at a distorted geometry (ωB97M-V/def2-TZVPD, OMol25).

Computed properties:
- Net charge: +1
- Kohn-Sham gap: 0.3204 Ha
- E: -15555.45511 eV
- E_LUMO: -4.66 eV

Cartesian coordinates (Å):
S (3.45, -0.14, 0.12)
N (-1.22, -1.31, 0.28)
H (-0.52, 1.07, -1.26)
H (0.26, -0.08, 1.02)
H (-1.91, -1.14, -0.50)
C (-1.16, 0.93, -0.47)
H (2.00, 0.56, -1.26)
H (-1.26, 1.90, 0.07)
H (-0.99, -2.21, 0.69)
C (1.89, -0.13, -0.50)
H (3.42, -0.89, 1.36)
C (-0.58, -0.15, 0.41)
H (-2.15, 0.73, -0.71)

10.
# C3H8NS3

C3H8NS3 as an isolated structure at a distorted geometry (ωB97M-V/def2-TZVPD, OMol25).

Computed properties:
- Net charge: +1
- Kohn-Sham gap (spin up / spin down): 0.2600 / 0.2601 Ha
- E: -37225.88580 eV
- E_LUMO (spin up / spin down): -5.74 / -5.74 eV

Cartesian coordinates (Å):
H (-2.22, -0.77, 2.11)
H (2.74, 0.25, 1.42)
N (1.13, 0.02, 0.18)
H (0.36, 1.78, -0.47)
C (-0.90, 0.14, -1.27)
H (-1.53, 0.89, 1.48)
H (-1.00, -0.59, -2.03)
S (1.00, -1.77, 0.05)
H (1.45, -1.84, 1.22)
C (0.43, 0.75, -0.86)
C (-1.85, -0.15, 1.36)
H (-1.72, 0.86, -1.36)
S (-1.70, -0.98, -0.02)
H (0.98, 0.98, -1.89)
S (2.83, 0.41, 0.08)

11.
# C3H8O

A 2-piece molecular cluster, C3H8O overall (ωB97M-V/def2-TZVPD, OMol25).

Computed properties:
- Net charge: 0
- Kohn-Sham gap: 0.3508 Ha
- E: -5284.75747 eV
- E_LUMO: 0.88 eV

Cartesian coordinates (Å):
H (-0.61, 0.18, 0.44)
H (1.57, -1.96, 0.59)
C (-1.35, 1.09, -0.86)
C (0.45, -0.10, 0.58)
H (-1.21, 2.78, -0.13)
H (0.48, -1.78, -0.79)
H (-0.18, -2.15, 0.81)
C (0.60, -1.58, 0.28)
H (-0.74, 0.51, -1.60)
H (1.10, 0.52, -0.06)
O (-0.73, 2.25, -0.78)
H (0.66, 0.16, 1.62)

12.
# C3H8O

C3H8O as an isolated structure at a distorted geometry (ωB97M-V/def2-TZVPD, OMol25).

Computed properties:
- Net charge: 0
- Kohn-Sham gap: 0.3334 Ha
- E: -5284.37314 eV
- E_LUMO: -0.59 eV

Cartesian coordinates (Å):
C (0.99, 0.55, -0.71)
H (-1.78, -1.05, 0.76)
C (-1.13, -0.24, 0.33)
C (0.26, -0.70, -0.18)
H (0.17, 1.00, -1.26)
H (1.20, 1.32, 0.04)
O (-1.73, 0.41, -0.53)
H (0.99, -1.22, 0.45)
H (1.84, 0.36, -1.37)
H (-0.79, 0.48, 1.43)
H (-0.07, 0.50, 2.04)
H (0.05, -1.41, -1.00)

Relative energy (zero: lowest compared OMol25 entry of this formula, charge and spin) values (in eV) by entry order: 0.6344 5.0486 4.6299 3.4390 3.8094 0.8790 0.8887 1.5072 3.2049 3.9523 3.3930 3.7774.